Entry 1:
ORCA calculation (the ωB97M-V functional and the def2-TZVPD basis) on a single C21H29N3O3 molecule at a distorted geometry.

XYZ file:
```
56
Properties=species:S:1:pos:R:3:forces:R:3:mulliken_charge:R:1
H 1.116109 5.074440 -6.308166 0.0377 -0.0068 0.0277 0.3360
O -1.341258 -2.544070 0.401775 -0.2282 -0.1002 0.0400 -0.7570
C 2.360720 -1.963812 0.558731 -0.0912 0.0356 -0.0300 -0.4961
O 2.551724 3.656449 -5.818557 0.0642 -0.3298 0.0716 -0.4573
H -1.286354 1.370032 2.277993 0.0259 -0.0389 -0.0863 0.5954
H 1.823617 -3.001957 -1.233658 -0.1046 -0.0015 0.0962 0.4157
H -2.091602 -2.386829 2.579525 -0.0628 -0.0827 -0.0785 0.0584
N 0.808470 -0.772879 -1.730944 0.4336 0.6094 -0.6748 -0.9301
C 2.162715 4.997620 -5.996701 -0.0767 0.2351 -0.0240 -0.8341
C -0.966257 -1.725082 -0.424319 -0.3342 0.0417 -0.1549 0.5218
H 3.163439 1.255171 -5.384682 0.0938 -0.0568 -0.0774 0.4195
C 0.305462 2.506107 -3.142424 0.0577 -0.4649 0.1359 -0.8337
H 2.833233 -1.136405 0.023769 0.0281 -0.0612 0.0798 0.3404
C -2.128906 -2.325957 3.666649 -0.0253 -0.0045 0.2917 -0.2100
H -2.791454 -0.629045 -0.527594 0.0930 -0.0980 -0.0023 0.3285
H -0.297552 -3.360410 4.112232 0.0625 -0.0097 0.0854 0.3811
C 1.924216 -1.412164 1.915992 0.1521 -0.2229 -0.5002 0.4909
H -2.653441 -3.217459 4.019165 0.0040 -0.0254 -0.0807 0.4174
C -1.891649 -0.759390 -1.129353 0.0425 0.0771 0.1081 -0.8801
H -0.479639 2.891791 -2.509986 -0.1049 0.0174 0.0485 0.3204
H -3.438148 0.008089 2.328480 -0.0842 0.0471 0.0069 0.3064
H -0.554406 0.400621 4.655120 0.0164 0.0638 0.1259 0.4916
H -1.020542 1.102815 -0.457423 -0.0326 0.0421 -0.0136 0.3516
H 0.068493 -2.318234 1.834910 0.1088 -0.0332 -0.1926 0.2193
H 2.125999 -0.267051 -3.722253 0.0555 -0.0934 -0.0351 0.4486
H 0.628029 0.717815 3.388349 -0.0049 -0.0098 0.1020 0.5240
C 0.886840 3.360427 -4.060916 0.2008 0.3359 -0.3231 -0.6433
H -1.809826 1.191684 -2.041577 0.0790 0.0388 0.0522 0.3949
H 2.316316 5.584592 -5.085733 -0.0182 -0.0294 -0.0302 0.3389
H -3.083896 1.009289 3.730807 -0.0545 0.0421 -0.0591 0.3921
C -0.232988 0.102225 3.657135 0.1431 -0.0611 -0.2630 -1.3664
C -2.764276 0.119826 3.181853 0.0599 -0.0364 0.0088 -1.0957
H 0.528461 4.375676 -4.127148 -0.0011 0.0875 -0.0334 0.3895
C -2.919925 -1.091828 4.103626 -0.0831 -0.0065 -0.2124 -0.8048
C 1.918466 2.910610 -4.879446 -0.0858 -0.1440 0.1630 0.9235
C 0.736575 1.188571 -3.007782 0.2353 0.4295 -0.4458 0.3449
H -0.796418 -2.204366 5.342065 0.0049 -0.0207 0.0279 0.5668
N 0.328912 -1.647867 -0.810969 -0.2703 -0.2590 0.4343 0.8979
H -2.184264 -1.226314 -2.076369 0.0076 0.0004 0.0406 0.3916
C 0.146375 0.278323 -2.035638 -0.3632 -0.3943 0.5202 0.5321
H 0.785084 -3.422171 0.147905 0.0582 0.0958 -0.1144 0.4412
C -1.349554 0.340540 2.641630 -0.1044 0.1515 0.2301 0.9816
H -3.982921 -1.340422 4.149056 0.0053 0.0239 0.0988 0.3808
C 0.272395 -1.348930 3.700310 0.2092 0.1029 0.4246 -0.1923
H -2.614696 -0.822280 5.116965 -0.0445 -0.0057 0.0776 0.3290
C 1.783912 0.749691 -3.827290 -0.1166 0.1366 0.0223 -0.4355
O 2.683671 -0.697150 2.544364 0.2413 0.2223 0.1437 -0.7004
H 3.142845 -2.698066 0.767004 0.0273 0.0452 -0.0051 0.3423
H 1.167193 -1.350831 4.337981 -0.1906 -0.0277 -0.1070 0.3672
H -1.181428 -0.311070 1.785077 0.0194 0.0075 -0.1027 -0.9034
H 2.802247 5.386972 -6.787078 -0.0715 0.0142 0.0643 0.2415
C 2.360722 1.589720 -4.746967 0.0293 0.2099 -0.0859 -0.6564
C -1.189453 0.568368 -1.398837 0.0430 -0.2462 -0.0037 -0.6855
N 0.723675 -1.783698 2.387553 -0.4015 -0.1468 0.2131 0.1094
C -0.721378 -2.364117 4.263677 0.0432 0.0289 -0.2035 -1.3229
C 1.316316 -2.607607 -0.347889 0.2725 -0.1248 0.1984 -1.1271
```
Forces are in eV/Å.

structure (SMILES): COc1ccc(C2=NN(CCC(=O)NC3CCCCCC3)C(=O)CC2)cc1
ΔE to the lowest compared entry with this formula, charge and spin: 52.56 kcal per mole
E_LUMO: 0.4 eV
HOMO: -0.303 Eh

=====

Entry 2:
ORCA calculation (the ωB97M-V functional and the def2-TZVPD basis) on a molecular structure, C28H27N4O11STl at a distorted geometry.

XYZ file:
```
72
Properties=species:S:1:pos:R:3:forces:R:3:mulliken_charge:R:1
N -2.102794 0.786562 0.252086 -0.2303 -0.5016 -0.3346 0.4275
C -0.002806 -1.931212 -2.444456 -0.1179 -0.2478 -0.0574 0.5083
O 0.003412 2.571557 -3.598513 0.0212 0.2684 -0.4606 -0.8249
C -0.006201 1.761760 -2.670202 0.0945 -0.2589 -0.0755 -0.0383
H 2.089968 -5.920172 1.289930 0.0390 0.0077 -0.0228 0.3716
H -3.103692 -0.669093 -2.154248 0.0040 -0.0113 -0.0301 0.1980
H -2.096299 -0.505504 2.549503 -0.0765 0.0346 0.0376 0.0860
N 2.191094 -4.051422 0.419147 0.3415 -0.1472 0.1312 0.3708
N -0.056151 -0.639911 -2.144142 0.1302 0.1000 0.1850 0.6154
C 9.635239 3.027645 -0.740998 0.0249 0.0769 0.1992 0.7272
C -4.723974 3.204152 1.322532 -0.0085 -0.3470 -0.4834 0.6567
H 0.704979 -1.727597 -5.736751 -0.0121 0.0093 0.0212 0.3925
C -3.772816 2.161731 0.799137 -0.3449 -0.0842 -0.0189 0.2853
C 3.315972 1.235873 0.326370 -0.1526 -0.0512 -0.0028 -0.0551
H 11.004452 4.515408 -1.361731 0.0249 0.0282 -0.0369 0.2624
O -1.804185 3.800577 2.243906 1.4841 -0.6998 -0.1160 -0.7052
H 5.538766 -0.185393 0.641935 -0.0132 -0.0542 -0.0095 0.5015
H 1.501322 -2.403757 1.516194 -0.0215 -0.2260 0.0635 0.1965
H 3.135995 -3.175980 -2.636570 0.0174 -0.0101 0.0105 0.3785
H -2.809365 3.949642 2.148064 -0.5006 0.0950 -0.1205 0.4737
H -4.368391 -1.284116 -1.074676 0.0068 -0.0225 0.0025 0.4432
C 3.077825 -3.930675 -1.856216 0.1606 0.0240 -0.0596 -1.6733
H 3.012876 -5.882440 -0.212819 -0.0101 -0.0069 0.0128 0.3473
O 9.108149 2.430899 -1.635880 -0.0381 -0.0866 -0.1382 -0.5303
H 4.051350 3.783255 0.199020 -0.0603 0.0406 -0.0211 0.5087
O -4.188060 4.122602 1.985114 -0.6084 0.5695 0.3699 -0.7886
H 2.439814 -4.746713 -2.185440 -0.0669 -0.0124 -0.0254 0.4256
O 2.326504 -2.055750 -0.610175 0.3572 0.6412 -0.0979 -0.4708
C 2.183385 0.814243 0.268714 0.2664 0.0125 -0.0975 -1.6585
C 5.729540 0.876293 0.582229 0.0371 -0.0384 0.0039 -0.4955
C -2.435666 1.933339 0.913343 0.1614 0.1700 0.1195 -0.1376
C 6.175476 3.608017 0.427168 0.0589 0.0139 0.0476 -0.2984
C 0.136871 0.280131 -3.078780 -0.0454 0.1802 -0.2162 0.2671
H -5.226672 1.044688 -0.191016 0.2181 0.0022 0.0401 0.2448
C 0.414611 -0.076940 -4.394059 -0.0650 0.0295 0.0485 -0.6224
C 0.256354 -2.366539 -3.734210 -0.0182 -0.0390 0.0837 -0.7831
C 4.889302 3.115575 0.330810 -0.0257 -0.0140 -0.0198 -0.6883
C -1.395136 2.700625 1.626304 -0.0110 0.6251 0.4720 0.2373
C -3.211455 0.309300 -0.272973 0.0313 0.1196 0.0545 0.1646
C -0.228572 -2.918222 -1.294533 0.3312 0.2680 -0.1608 -0.1590
C -1.327608 -1.290589 2.477809 -0.0278 -0.0210 0.0851 -0.4738
O -0.134017 1.965434 -1.447527 -0.0689 -0.0243 0.5093 -0.4740
C 1.524968 -3.490631 1.575096 -0.0255 0.1523 0.1864 -1.1099
S 8.866688 3.401646 0.821999 0.0110 -0.0984 -0.0245 -0.2587
H 0.285699 -3.430743 -3.916680 0.0093 -0.0185 -0.0030 0.5720
H 0.491880 -3.836849 1.609427 -0.0407 0.0473 0.0470 0.3761
H 7.848309 0.691306 0.844199 -0.0024 0.0079 -0.0129 0.3679
C 4.644080 1.740837 0.407974 -0.0423 0.0356 0.0102 0.2995
O -0.092636 -0.807358 2.088886 0.1608 0.1420 0.0643 -0.6124
O -0.047119 -4.115936 -1.554281 -0.2067 -0.4764 -0.2359 -0.8272
C 7.242760 2.736294 0.615526 -0.0067 0.0980 0.0026 0.1546
N -4.244803 1.123229 0.042899 -0.0999 0.0096 0.0006 -0.0846
C 11.043254 3.569668 -0.820942 -0.0036 0.0713 -0.0310 -1.0640
C 2.129576 -5.485654 0.289181 0.0109 -0.1915 0.0447 -1.0239
C 7.015644 1.367034 0.692376 0.0713 0.0108 0.0466 -0.2595
Tl 0.179911 0.065764 0.174351 -0.1510 0.0995 0.0786 2.8610
H 11.662048 2.873989 -1.381014 0.0388 -0.0408 -0.0310 0.3049
O -0.245899 2.310034 1.645893 -0.1220 0.1091 -0.0140 -0.4755
C -3.347283 -0.903719 -1.116371 0.0628 -0.0340 -0.0298 -1.1758
C 0.481815 -1.419385 -4.720294 0.0002 0.0193 -0.0405 -0.4915
H 2.053125 -3.800482 2.482148 0.0064 -0.0210 0.0459 0.4128
C 2.511075 -3.256801 -0.626505 -0.2963 -0.3883 -0.1346 0.6444
H 4.078556 -4.319602 -1.657177 0.0482 -0.0340 -0.0021 0.4351
H -1.239149 -1.734874 3.481678 -0.0349 -0.0294 0.0393 0.2937
H -1.710988 -2.070400 1.806677 -0.0607 -0.0674 -0.0372 0.0971
O -0.503307 -2.401636 -0.193647 -0.4926 0.1708 0.0692 -0.4197
O -5.913926 3.045099 1.020094 -0.1445 -0.0134 0.0453 -0.7782
H 11.466753 3.752946 0.164047 0.0206 -0.0092 0.0350 0.3459
H 6.357618 4.673826 0.371589 0.0028 0.0043 -0.0150 0.3966
H 0.554149 0.715347 -5.113793 0.0152 0.0368 -0.0015 0.5282
H -2.651953 -1.668350 -0.772324 0.0108 -0.0203 0.0224 0.0278
H 1.233067 -5.791110 -0.258856 -0.0265 0.0162 -0.0169 0.2500
```
Forces are in eV/Å.

ΔE to the lowest compared entry with this formula, charge and spin: 31.31 kcal per mole
total charge: -2
E_LUMO: 3.3 eV
HOMO: -0.124 Eh

=====

Entry 3:
ORCA calculation (the ωB97M-V functional and the def2-TZVPD basis) on 3 unconnected molecules or ions with the total composition C21H27NO11 at a distorted geometry.

XYZ file:
```
60
Properties=species:S:1:pos:R:3:forces:R:3:mulliken_charge:R:1
H -7.218873 -0.225771 8.255072 0.0279 0.1162 0.0019 0.3484
H 1.477667 3.575375 -3.572227 -0.6342 -1.2219 0.4376 0.4240
H 0.120552 0.853673 1.907651 -0.0307 -0.0250 -0.0127 0.4746
H -4.424824 -3.351581 6.718196 0.0053 0.0348 0.0068 0.4291
C -1.171245 2.065884 -3.479043 -1.2753 3.4467 -0.6107 0.5573
C -0.464049 -0.334170 0.253196 0.5489 1.3190 -0.5023 0.0594
H 5.191034 -0.753958 -2.373040 1.1163 0.9473 0.1344 0.2342
O -1.779604 3.139164 -3.579080 1.7588 -3.3818 0.3875 -0.5539
C 2.292009 1.578110 -2.850119 0.0677 -0.0138 0.0323 -0.4579
C -5.524458 -0.111123 7.466114 -0.6549 1.0621 0.3612 0.3909
H 2.441517 1.398862 -1.723245 -0.2496 0.4479 -1.6755 0.3070
H -1.662600 -1.451654 5.522233 0.0816 -0.0030 -0.0813 0.2893
H 6.947547 -1.060487 -2.001961 -1.1897 1.1851 -0.3589 0.3090
O 0.135978 1.963675 -4.052750 -2.0116 -0.5676 1.9105 -0.3294
C -1.198950 -2.388134 2.090394 -0.4664 -1.2583 0.4896 0.2216
H -0.350627 0.169370 -1.549674 -0.1786 0.2629 0.0009 0.1247
H 5.875106 -0.137339 -5.573285 -0.2698 1.0151 1.2237 0.3241
O -6.502369 -2.211883 7.826099 0.0228 0.4091 0.0009 -0.6053
H -1.843577 -1.034395 -3.428209 -0.5491 1.7150 -0.2295 0.2343
H 3.813353 -0.274090 -3.929985 0.7036 1.5946 -0.4682 0.3275
H 7.214154 1.510135 -3.273752 -0.9709 -1.4079 -0.4921 0.3189
C -3.351907 -1.565973 6.332186 0.5668 -1.1123 -0.3783 0.3740
O -0.128702 0.582155 -0.691802 -0.1807 -1.3970 0.7757 -0.2829
H 7.614618 -0.118554 -3.974933 -1.3075 1.0356 0.5020 0.3165
H 5.974917 1.666186 -5.322283 -0.5100 -1.4345 0.7287 0.2314
O -0.520300 -0.875086 3.756752 -0.1059 -0.3396 0.0010 -0.6310
C 6.732900 0.510423 -3.579465 0.6988 -0.4983 -0.1246 -0.4274
C 1.098397 2.604837 -3.121155 0.1696 -0.2609 1.0669 -0.4487
C -0.653254 -1.079571 2.562123 0.2539 0.6523 -0.0716 1.0949
C -0.289860 -0.082310 1.553105 -0.0366 -0.1749 0.4764 -0.8067
O -2.277036 -2.175841 5.763398 -0.5696 1.0896 0.4536 -0.5533
C -3.321077 -0.078072 6.432380 -0.0616 0.7833 0.0764 1.0329
H 4.460236 2.367216 -2.814057 -1.0144 -0.5727 -1.0708 0.2903
O -2.348496 0.532008 6.028000 -0.0712 -0.4090 0.0125 -0.5720
C -1.034286 -1.630023 -0.217140 -0.3159 -0.7047 -0.0200 1.0533
C 3.690244 2.000319 -3.573132 -1.1475 -0.9504 0.1041 -0.3828
O -6.610992 0.498309 8.009904 0.6381 -1.0246 -0.3489 -0.5616
C -1.375606 -2.637658 0.790764 0.0273 0.1627 -0.3783 -0.9529
H -1.995041 0.235677 -4.772501 -0.0791 -0.0066 1.6226 0.3501
H -1.297011 -2.906495 3.893595 -0.2216 -0.2570 -0.1046 0.3053
H 3.581039 0.761989 -5.405025 0.8120 -0.1373 1.4532 0.3195
H 3.420812 2.843443 -4.294089 0.7268 -1.0452 0.9162 0.3740
H 0.484432 2.831043 -2.177147 1.3239 -0.1445 -1.1949 0.2330
C 5.705923 0.680342 -4.787465 -0.0079 0.4908 -0.3596 -0.7440
C -4.484272 0.595432 7.018831 0.3018 -0.0287 -0.1446 -1.0096
C -4.390974 -2.272242 6.782840 -0.3111 -0.0041 0.1482 -0.8919
C 6.191432 -0.233754 -2.273218 1.3133 -0.1721 0.5011 -0.8677
C -2.285617 -0.008266 -3.685158 -0.4069 -1.4153 -1.1655 -0.1544
N -3.771532 -0.123494 -3.554686 1.1888 0.5148 -0.1621 -0.6237
H -4.087375 -0.784238 -4.279283 0.1192 0.4925 0.5036 0.2481
H 1.947377 0.567207 -3.280948 0.4813 1.5726 0.6099 0.2172
C -5.543004 -1.599603 7.390784 0.0968 -0.7485 -0.1081 0.9154
H 6.244317 0.499952 -1.391396 -0.5896 -1.1791 -1.2149 0.1969
O -1.778029 1.006893 -2.758915 1.2507 0.2825 -2.4368 -0.3240
H -4.457484 1.675508 7.069752 0.0025 -0.0334 0.0046 0.4179
C 4.160959 0.713548 -4.408505 0.0697 0.3073 -0.8939 -0.7558
H -1.771369 -3.579167 0.434726 0.0016 0.0295 0.0216 0.4577
O -1.511107 -3.319909 3.033181 0.5673 1.3336 -0.4745 -0.5649
H -4.194987 0.797649 -3.733551 0.2229 -0.5969 -0.0476 0.2628
O -1.196024 -1.819544 -1.409053 0.2514 0.2238 0.1650 -0.5638
```
Forces are in eV/Å.

structure (SMILES): O=C1C=C(O)C(=O)C=C1O.O=C1C=C(O)C(=O)C=C1O.CCCCCCCOC(=O)OCN
ΔE to the lowest compared entry with this formula, charge and spin: 0.00 kcal per mole
E_LUMO: -1.6 eV
HOMO: -0.359 Eh

=====

Entry 4:
ORCA calculation (the ωB97M-V functional and the def2-TZVPD basis) on a molecular structure, C2H4LiNaO at a distorted geometry.

XYZ file:
```
9
Properties=species:S:1:pos:R:3:forces:R:3:mulliken_charge:R:1
H -0.507280 -1.311029 1.831576 0.2075 0.2807 -0.0915 0.2829
Na -0.151684 2.570954 -2.822043 -0.5705 -0.6221 0.6412 0.7726
H 1.008868 -0.204788 1.925145 -0.3624 -0.0919 -0.1369 0.2831
C 0.445099 -0.863872 -0.019632 0.0314 -0.1876 1.0944 -0.2596
O -1.145986 1.326201 -1.414716 0.7121 0.5918 0.2936 -1.4596
H -0.204780 -1.524205 -0.602256 0.2568 0.5557 0.0509 0.2042
C 0.279250 -0.750838 1.319131 0.2610 -0.2429 -0.8369 -0.7433
H 1.305499 -0.392915 -0.502668 -0.5321 -0.1452 -0.0088 0.1899
Li -1.028987 1.150492 0.285464 -0.0037 -0.1384 -1.0061 0.7298
```
Forces are in eV/Å.

ΔE to the lowest compared entry with this formula, charge and spin: 0.00 kcal per mole
E_LUMO (spin up / spin down): -0.4 / -0.4 eV
HOMO (spin up / spin down): -0.218 / -0.218 Eh